7
Properties=species:S:1:pos:R:3 method="wB97M-V/def2-TZVPD" total_energy_ha=-680.1408 e_above_lowest_ev=4.240 homo_lumo_gap_ev="8.7 / 6.8"
C -0.164 0.480 -0.073
H 0.183 0.129 0.860
P -1.899 0.326 -0.050
F -2.440 0.944 -1.289
F -2.457 1.276 0.970
F -4.079 -1.409 0.244
H 0.160 -0.036 -0.935